1.
The following is a quantum chemistry calculation of an isolated molecule of C26H35NO5, from the OMol25 dataset.

```
! RIJCOSX wB97M-V def2-TZVPD def2/J DEFGRID3
* xyz 0 1
C -0.094 5.174 -3.615
C -0.528 4.824 -2.200
O 0.371 3.865 -1.645
C -0.120 2.677 -1.282
O -1.290 2.399 -1.281
C 0.993 1.768 -0.753
C 2.122 1.713 -1.798
C 1.698 1.075 -3.119
O 0.521 1.712 -3.566
C -0.179 1.161 -4.599
C 0.307 0.168 -5.442
C -0.483 -0.297 -6.481
C -1.750 0.214 -6.691
C -2.236 1.199 -5.845
C -1.461 1.670 -4.806
C 1.501 2.417 0.551
C 2.422 1.468 1.332
N 1.834 0.180 1.625
C 0.840 0.195 2.687
C 0.584 -1.204 3.182
C 1.648 -2.034 3.501
C 1.435 -3.321 3.961
C 0.141 -3.805 4.120
O -0.165 -5.060 4.572
C 0.889 -5.923 4.920
C -0.942 -2.976 3.801
C -2.361 -3.469 3.962
O -3.266 -2.464 4.363
C -3.070 -2.039 5.687
C -0.704 -1.695 3.332
C 1.371 -0.460 0.408
C 0.398 0.397 -0.410
H -0.071 4.276 -4.226
H -0.793 5.884 -4.048
H 0.900 5.614 -3.605
H -1.538 4.403 -2.188
H -0.497 5.706 -1.552
H 2.446 2.736 -1.992
H 2.969 1.149 -1.409
H 1.519 -0.001 -2.989
H 2.504 1.204 -3.857
H 1.295 -0.243 -5.304
H -0.095 -1.068 -7.131
H -2.357 -0.155 -7.504
H -3.228 1.599 -5.994
H -1.832 2.419 -4.126
H 0.640 2.668 1.175
H 2.031 3.342 0.322
H 3.335 1.285 0.757
H 2.714 1.941 2.273
H -0.114 0.656 2.388
H 1.253 0.790 3.509
H 2.655 -1.667 3.376
H 2.287 -3.939 4.197
H 1.532 -6.140 4.061
H 0.415 -6.844 5.254
H 1.496 -5.513 5.734
H -2.376 -4.307 4.673
H -2.737 -3.827 2.998
H -2.075 -1.601 5.829
H -3.830 -1.285 5.886
H -3.190 -2.873 6.391
H -1.557 -1.078 3.089
H 2.255 -0.697 -0.192
H 0.889 -1.401 0.682
H -0.516 0.561 0.163
H 0.105 -0.132 -1.316
*
```

Computed properties:
- E_LUMO (Eh) = 0.027
- energy above the lowest of the compared OMol25 structures with the same formula, charge and spin (kJ/mol) = 59.59
- SMILES = CCOC(=O)C1(CCOc2ccccc2)CCN(Cc2ccc(OC)c(COC)c2)CC1
- orbital gap (eV) = 8.9

2.
The following is a quantum chemistry calculation of C26H35O5SZr as an isolated structure at a distorted geometry, from the OMol25 dataset.

```
! RIJCOSX wB97M-V def2-TZVPD def2/J DEFGRID3
* xyz 1 1
O -0.104 -0.235 -1.177
C -1.374 -1.015 -1.571
C -0.964 -1.137 -3.019
H -2.228 -0.362 -1.385
H -1.404 -1.954 -1.013
C 0.233 -0.243 -2.666
H -1.681 -0.702 -3.724
H -0.664 -2.149 -3.309
C 0.071 1.142 -3.247
H -0.877 1.585 -2.925
H 0.070 1.061 -4.342
H 0.892 1.800 -2.956
C 1.589 -0.851 -2.930
H 1.616 -1.896 -2.613
H 2.389 -0.304 -2.421
H 1.783 -0.812 -4.008
Zr 0.681 0.058 0.845
C 2.399 -1.327 1.770
C 1.250 -1.983 2.323
C 0.535 -2.608 1.269
H 1.046 -2.120 3.383
C 1.247 -2.388 0.056
C 2.388 -1.561 0.350
H 3.190 -1.326 -0.347
H 3.210 -0.881 2.350
H -0.375 -3.207 1.387
H 1.072 -2.917 -0.879
C 2.025 1.884 1.793
C 2.714 1.347 0.658
C 1.959 1.677 -0.514
H 3.710 0.907 0.654
C 0.804 2.427 -0.096
C 0.846 2.543 1.323
H 0.150 3.117 1.936
H 2.410 1.924 2.812
H 2.342 1.617 -1.528
H 0.096 2.929 -0.757
O -3.948 -0.973 -4.974
C -3.346 -1.143 -6.281
C -4.446 -1.350 -7.341
H -2.674 -2.022 -6.253
H -2.717 -0.260 -6.491
C -5.652 -1.823 -6.507
H -4.147 -2.061 -8.113
H -4.681 -0.385 -7.807
C -5.381 -1.175 -5.134
H -5.624 -2.917 -6.412
H -6.612 -1.527 -6.936
H -5.753 -1.781 -4.294
H -5.897 -0.197 -5.094
C 3.684 2.044 7.820
C 2.645 1.698 6.790
C 1.569 2.564 6.588
C 0.542 2.242 5.696
C 0.585 1.012 5.027
C 1.675 0.158 5.194
C 2.713 0.517 6.048
S -0.820 0.457 4.062
O -1.214 -0.831 4.566
O -1.756 1.543 3.974
O -0.210 0.246 2.610
H 4.137 3.018 7.614
H 3.231 2.103 8.816
H 4.473 1.293 7.851
H 1.552 3.497 7.155
H -0.281 2.930 5.521
H 1.720 -0.790 4.663
H 3.587 -0.130 6.161
*
```

Computed properties:
- E_LUMO (Eh) = -0.117
- orbital gap (eV) = 8.5

3.
The following is a quantum chemistry calculation of a 7-piece molecular cluster, C26H36BBrO30S6 overall at a distorted geometry, from the OMol25 dataset.

```
! RIJCOSX wB97M-V def2-TZVPD def2/J DEFGRID3
* xyz 0 1
C 2.758 -1.854 1.190
O 1.423 -1.260 1.224
B 1.277 -0.328 2.309
O 1.477 -0.872 3.654
C 0.950 1.271 2.098
C -0.064 1.687 1.169
C -0.963 0.667 0.317
C -2.219 0.187 1.237
O -2.816 1.366 1.844
C -3.449 1.073 3.070
O -3.718 -0.068 3.513
C -0.373 3.250 0.914
O -1.218 3.648 0.054
C 0.372 4.341 1.790
C 0.008 5.836 1.551
C 0.717 6.984 2.328
C 1.789 6.537 3.389
C 2.153 5.027 3.624
Br 3.527 4.662 4.986
C 1.466 3.875 2.827
C 1.802 2.334 2.970
O 2.706 1.838 3.692
H 2.914 -2.306 0.155
H 3.581 -1.093 1.412
H 2.752 -2.747 1.926
H 2.461 -0.918 3.770
H -1.452 1.218 -0.575
H -0.382 -0.204 -0.134
H -3.009 -0.257 0.524
H -1.794 -0.571 1.975
H -3.794 1.981 3.695
H -0.777 6.122 0.768
H 0.471 8.087 2.131
H 2.293 7.393 3.960
O -6.278 -5.447 2.955
S -7.107 -4.312 2.669
O -8.305 -4.403 1.891
O -6.169 -3.146 2.044
C -6.258 -1.974 2.857
C -6.563 -2.477 4.258
O -7.460 -3.573 4.070
H -7.074 -1.355 2.473
H -5.325 -1.409 2.816
H -7.017 -1.711 4.886
H -5.661 -2.859 4.745
O -2.279 -9.295 6.421
S -1.957 -8.504 5.270
O -0.637 -8.016 5.008
O -2.994 -7.258 5.206
C -3.706 -7.291 3.967
C -3.756 -8.759 3.571
O -2.484 -9.288 3.950
H -3.144 -6.704 3.235
H -4.701 -6.863 4.088
H -3.927 -8.896 2.503
H -4.526 -9.294 4.134
O 1.588 -2.455 -3.189
S 0.676 -3.343 -2.531
O -0.611 -2.927 -2.060
O 1.466 -4.067 -1.312
C 1.432 -5.483 -1.495
C 1.341 -5.693 -2.998
O 0.480 -4.655 -3.466
H 0.543 -5.871 -0.988
H 2.323 -5.944 -1.066
H 0.940 -6.673 -3.258
H 2.317 -5.562 -3.474
O 4.871 -2.706 -0.048
S 5.338 -4.007 0.330
O 4.456 -5.115 0.545
O 6.294 -3.847 1.630
C 7.592 -4.366 1.337
C 7.769 -4.184 -0.162
O 6.486 -4.463 -0.723
H 7.605 -5.425 1.610
H 8.353 -3.836 1.910
H 8.524 -4.852 -0.577
H 8.027 -3.149 -0.407
O 0.482 5.698 -5.766
S 0.157 5.905 -4.383
O 0.688 6.990 -3.614
O 0.432 4.521 -3.586
C -0.774 4.082 -2.957
C -1.899 4.622 -3.825
O -1.459 5.916 -4.237
H -0.810 4.510 -1.953
H -0.793 2.994 -2.887
H -2.845 4.689 -3.287
H -2.035 4.010 -4.722
O 2.880 9.941 -10.269
S 2.555 10.148 -8.888
O 3.087 11.231 -8.119
O 2.829 8.761 -8.091
C 1.622 8.324 -7.462
C 0.497 8.867 -8.330
O 0.938 10.161 -8.742
H 1.587 8.754 -6.457
H 1.601 7.237 -7.392
H -0.448 8.935 -7.790
H 0.360 8.255 -9.226
*
```

Computed properties:
- E_LUMO (Eh) = -0.073
- SMILES = COB(O)C1=C(CCOC=O)C(=O)c2cccc(Br)c2C1=O.O=S1(=O)OCCO1.O=S1(=O)OCCO1.O=S1(=O)OCCO1.O=S1(=O)OCCO1.O=S1(=O)OCCO1.O=S1(=O)OCCO1
- orbital gap (eV) = 7.5

4.
The following is a quantum chemistry calculation of C26H37As2ClN5PPtSe as an isolated structure, from the OMol25 dataset.

```
! RIJCOSX wB97M-V def2-TZVPD def2/J DEFGRID3
* xyz 2 1
Pt 0.214 0.053 0.140
C -2.068 3.044 -0.002
As -1.818 1.227 0.617
C -3.545 0.448 0.326
C -1.695 1.570 2.513
C -2.847 1.660 3.286
C -2.757 1.961 4.639
C -1.514 2.193 5.214
C -0.364 2.098 4.440
C -0.449 1.773 3.089
As 1.154 1.559 2.016
C 2.501 1.053 3.314
C 1.638 3.436 1.793
H -2.803 3.497 0.656
H -2.435 3.062 -1.025
H -1.136 3.601 0.061
H -4.297 1.227 0.419
H -3.715 -0.344 1.049
H -3.580 0.023 -0.672
H -3.819 1.485 2.842
H -3.655 2.008 5.242
H -1.441 2.437 6.268
H 0.602 2.271 4.902
H 2.735 1.903 3.952
H 3.404 0.764 2.781
H 2.168 0.218 3.929
H 1.395 3.963 2.713
H 1.086 3.886 0.971
H 2.708 3.525 1.610
Cl 3.298 -3.869 -2.563
C 2.962 -3.124 -1.052
C 3.479 -3.621 0.132
C 3.151 -2.974 1.312
C 2.343 -1.855 1.270
N 1.861 -1.369 0.120
C 2.155 -2.007 -1.019
H 4.120 -4.496 0.130
H 3.517 -3.342 2.262
H 2.069 -1.330 2.171
H 1.719 -1.633 -1.931
Se -1.034 -2.093 0.709
C -1.756 -1.839 2.467
C -3.095 -2.100 2.711
C -3.578 -1.968 4.011
N -2.815 -1.613 5.047
C -1.517 -1.401 4.807
C -0.950 -1.494 3.544
H -3.755 -2.420 1.911
H -4.625 -2.162 4.230
H -0.904 -1.147 5.668
H 0.108 -1.320 3.403
C 2.682 1.214 -4.736
N 3.054 2.054 -3.497
C 2.269 3.379 -3.576
N 0.876 3.126 -3.683
C 0.581 2.321 -4.871
N 1.273 1.033 -4.809
C 0.738 0.145 -3.768
P 0.935 0.864 -2.056
C 2.738 1.311 -2.224
C 0.287 2.559 -2.464
H 3.203 0.262 -4.658
H 3.048 1.759 -5.603
H 4.053 2.259 -3.529
H 2.635 3.905 -4.454
H 2.507 3.952 -2.682
H 0.909 2.862 -5.758
H -0.491 2.158 -4.945
H 1.242 -0.821 -3.827
H -0.321 -0.034 -3.951
H 3.340 0.402 -2.195
H 3.023 1.925 -1.372
H 0.481 3.223 -1.622
H -0.792 2.492 -2.589
*
```

Computed properties:
- E_LUMO (Eh) = -0.207
- energy above the lowest of the compared OMol25 structures with the same formula, charge and spin (kJ/mol) = 134.19
- orbital gap (eV) = 6.9

5.
The following is a quantum chemistry calculation of C26H37AsN3NiO2Si as an isolated structure, from the OMol25 dataset.

```
! RIJCOSX wB97M-V def2-TZVPD def2/J DEFGRID3
* xyz 1 3
Ni -1.089 1.043 0.840
C -0.207 2.025 -2.883
C -1.525 2.358 -2.244
C -2.555 2.926 -2.962
C -3.755 3.208 -2.305
C -3.903 2.922 -0.967
C -2.826 2.336 -0.292
N -1.659 2.085 -0.938
N -2.763 1.927 1.012
Si -4.090 1.334 1.993
C -5.216 2.698 2.550
C -3.271 0.541 3.468
C -5.038 0.063 1.025
H -0.092 2.539 -3.835
H -0.131 0.950 -3.068
H 0.613 2.327 -2.227
H -2.421 3.156 -4.010
H -4.572 3.662 -2.852
H -4.820 3.138 -0.434
H -4.651 3.560 2.915
H -5.854 2.342 3.366
H -5.875 3.035 1.745
H -2.822 1.302 4.114
H -2.490 -0.158 3.147
H -3.984 -0.031 4.068
H -5.589 0.523 0.200
H -5.761 -0.465 1.654
H -4.348 -0.675 0.603
C 3.751 -3.177 0.680
O 3.361 -2.058 -0.115
C 4.001 -1.867 -1.292
C 5.082 -2.618 -1.739
C 5.683 -2.321 -2.957
C 5.217 -1.279 -3.743
C 4.124 -0.546 -3.310
C 3.511 -0.844 -2.104
N 2.410 -0.038 -1.672
C 1.233 -0.394 -1.186
C 0.614 -1.636 -1.152
C 1.058 -2.752 -1.936
C 0.354 -3.906 -1.969
C -0.838 -4.015 -1.192
C -1.291 -2.988 -0.427
C -0.581 -1.751 -0.358
O -1.012 -0.846 0.430
H 3.098 -3.174 1.547
H 4.788 -3.086 1.005
H 3.615 -4.108 0.129
H 5.465 -3.428 -1.137
H 6.527 -2.913 -3.286
H 5.688 -1.045 -4.688
H 3.724 0.258 -3.919
H 2.564 0.957 -1.750
H 0.675 0.446 -0.791
H 1.943 -2.649 -2.550
H 0.675 -4.731 -2.590
H -1.400 -4.941 -1.219
H -2.196 -3.071 0.162
C 0.403 1.750 4.227
As 0.750 1.127 2.428
C 1.464 -0.644 2.756
C 2.375 2.104 2.030
H 1.347 1.776 4.767
H -0.286 1.065 4.718
H -0.040 2.743 4.204
H 2.194 -0.604 3.564
H 1.939 -1.011 1.846
H 0.650 -1.317 3.023
H 3.115 1.860 2.791
H 2.176 3.174 2.045
H 2.762 1.827 1.051
*
```

Computed properties:
- E_LUMO (alpha / beta) (Eh) = -0.124 / -0.125
- energy above the lowest of the compared OMol25 structures with the same formula, charge and spin (kJ/mol) = 14.65
- orbital gap (alpha / beta) (eV) = 7.0 / 7.0

6.
The following is a quantum chemistry calculation of C26H37BF5KN4O6S2Te as an isolated structure at a distorted geometry, from the OMol25 dataset.

```
! RIJCOSX wB97M-V def2-TZVPD def2/J DEFGRID3
* xyz 0 1
K 0.991 0.418 -1.047
O 1.986 2.511 -1.337
S 2.915 2.994 -0.244
C 3.008 4.791 -0.431
C 1.871 5.388 0.388
C 1.854 4.575 1.679
C 1.883 3.113 1.251
H 2.964 4.971 -1.502
H 3.983 5.105 -0.059
H 0.929 5.258 -0.147
H 2.011 6.456 0.557
H 0.982 4.774 2.303
H 2.738 4.812 2.278
H 0.906 2.777 0.894
H 2.222 2.404 2.000
N -1.586 -4.003 -1.102
C -1.521 -4.555 0.287
C -1.140 -3.384 1.202
N -1.799 -2.149 0.754
H -2.012 -4.638 -1.777
H -0.610 -3.668 -1.404
H -2.140 -3.120 -1.034
H -0.768 -5.338 0.294
H -2.494 -4.987 0.518
H -0.058 -3.257 1.166
H -1.392 -3.631 2.231
H -1.064 -1.510 0.460
H -2.284 -1.693 1.515
C 5.469 -0.175 -0.394
Te 3.677 -0.431 0.714
C 4.426 0.555 2.439
H 6.298 -0.613 0.154
H 5.643 0.882 -0.572
H 5.347 -0.686 -1.343
H 4.684 1.581 2.182
H 5.299 0.035 2.820
H 3.635 0.548 3.183
O -0.907 1.563 -0.475
S -2.391 1.342 -0.400
C -3.066 2.407 -1.671
C -4.435 2.430 -1.894
C -4.937 3.243 -2.895
C -4.072 4.014 -3.664
C -2.708 3.971 -3.433
C -2.190 3.161 -2.429
C -3.001 2.225 1.018
C -2.336 3.365 1.443
C -2.809 4.029 2.559
C -3.931 3.558 3.230
C -4.579 2.415 2.794
C -4.105 1.731 1.681
H -5.102 1.832 -1.290
H -6.001 3.275 -3.078
H -4.468 4.647 -4.445
H -2.039 4.568 -4.036
H -1.130 3.110 -2.229
H -1.456 3.699 0.916
H -2.299 4.913 2.916
H -4.291 4.079 4.105
H -5.438 2.039 3.330
H -4.576 0.815 1.355
F -0.253 -6.855 -3.637
C 0.464 -6.504 -2.559
C 1.196 -5.386 -2.532
N 1.929 -5.005 -1.435
C 2.600 -3.713 -1.465
C 1.656 -2.526 -1.649
O 0.409 -2.727 -1.649
O 2.215 -1.434 -1.787
C 1.964 -5.770 -0.292
O 2.579 -5.480 0.701
N 1.212 -6.941 -0.365
C 0.406 -7.393 -1.400
O -0.268 -8.393 -1.306
H 1.233 -4.716 -3.381
H 3.329 -3.711 -2.276
H 3.146 -3.597 -0.526
H 1.233 -7.514 0.471
F 0.620 -0.494 1.314
B 0.070 -0.175 2.587
F -0.013 -1.326 3.344
F -1.207 0.353 2.378
F 0.897 0.767 3.179
*
```

Computed properties:
- E_LUMO (Eh) = 0.003
- energy above the lowest of the compared OMol25 structures with the same formula, charge and spin (kJ/mol) = 8.10
- orbital gap (eV) = 7.3